1.
This record from OMol25 describes one molecule with the formula C10H10O2 at a distorted geometry. The level of theory is ωB97M-V/def2-TZVPD.

Structure (XYZ):
```
22
Properties=species:S:1:pos:R:3:nbo_charge:R:1
O -3.39113 0.47863 0.15170 -0.47
O -2.29017 -1.46582 -0.39895 -0.50
C -1.40511 1.89541 0.26878 -0.26
C -0.02339 1.86983 0.06898 -0.19
C 2.80401 -1.36596 0.64641 -0.66
C -2.08691 0.70072 0.05376 0.23
C 0.70118 0.74826 -0.29785 -0.09
C -0.04765 -0.44021 -0.53399 -0.26
C 3.02230 -0.16335 -0.23176 -0.16
C 2.15303 0.79864 -0.53347 -0.20
C -3.55007 -0.95885 0.02785 0.23
C -1.39557 -0.43456 -0.27987 0.28
H -3.92436 -1.36499 0.97498 0.16
H 2.66681 -2.31977 0.03623 0.22
H 0.37004 -1.39210 -0.98445 0.23
H 4.02677 -0.00482 -0.44783 0.19
H -4.25932 -1.19564 -0.82002 0.17
H -1.94410 2.81138 0.39678 0.23
H 2.54112 1.75540 -0.92707 0.21
H 0.56002 2.82600 0.17985 0.21
H 3.59269 -1.46954 1.39616 0.22
H 1.87980 -1.30865 1.25381 0.22
```

Output
SMILES string: C/C=C\c1ccc2c(c1)OCO2
multiplicity: 1
Kohn-Sham gap: 0.3208 Ha

2.
This record from OMol25 describes one molecule with the formula C10H10O4 at a distorted geometry. The level of theory is ωB97M-V/def2-TZVPD.

Structure (XYZ):
```
24
Properties=species:S:1:pos:R:3:nbo_charge:R:1
O 0.64694 -3.80115 -0.26937 -0.67
O -0.24110 -0.01948 1.91003 -0.45
O 1.94518 -2.13197 -1.25189 -0.50
O 2.96256 -0.15006 -1.95757 -0.67
C -1.97056 1.90976 -0.71866 -0.64
C 1.07710 -0.25306 -0.36821 -0.31
C 0.39051 -1.38711 0.15607 -0.28
C -1.42561 0.84704 0.16553 -0.10
C 0.30700 2.32302 1.46248 -0.69
C -0.74234 -1.10561 1.12591 0.06
C 2.01114 -0.73494 -1.19779 0.47
C -1.77239 -0.45879 0.25123 -0.14
C 0.93331 -2.48733 -0.40934 0.56
C -0.34131 1.04372 1.09302 0.53
H 1.32375 -4.30899 -0.73197 0.49
H -1.18095 2.27337 -1.37543 0.23
H 3.33663 -0.82914 -2.53514 0.48
H -2.33972 2.75290 -0.13413 0.22
H 0.53638 2.89327 0.56576 0.25
H -2.49983 -1.00098 -0.31710 0.23
H -0.36484 2.91870 2.08785 0.23
H -1.03015 -1.94237 1.75626 0.23
H -2.78088 1.51780 -1.32704 0.23
H 1.21920 2.13140 2.01950 0.25
```

Output
multiplicity: 1
Kohn-Sham gap: 0.2596 Ha

3.
This record from OMol25 describes one molecule with the formula C10H10S at a distorted geometry. The level of theory is ωB97M-V/def2-TZVPD.

Structure (XYZ):
```
21
Properties=species:S:1:pos:R:3:nbo_charge:R:1
S -2.63231 -0.94927 -0.30525 0.30
C 1.17541 -0.17893 -0.26513 -0.23
C 1.83861 -1.47957 -0.23774 -0.22
C 1.01836 -2.63212 -0.18303 -0.23
C -1.12809 -1.65844 0.34001 -0.07
C -0.96012 1.16219 0.01784 -0.03
C -0.50384 2.58033 -0.07745 -0.61
C -2.23722 0.75295 -0.15316 -0.38
C -0.38910 -2.68225 -0.24337 -0.29
C -0.52207 -0.76202 1.36750 -0.48
C 0.01018 0.05717 0.32741 0.01
H 0.24804 -1.31359 1.83345 0.23
H -3.05889 1.36462 -0.40796 0.23
H 1.49279 -3.58786 -0.21214 0.21
H -1.27283 3.24758 -0.39237 0.22
H -1.17715 -0.33103 2.10528 0.23
H 0.48281 2.65780 -0.74579 0.22
H 2.92117 -1.44565 -0.61005 0.23
H -0.10322 2.79913 0.84805 0.22
H -0.70604 -3.59666 -0.75909 0.24
H 1.53840 0.41962 -1.07111 0.22
```

Output
SMILES string: CC1=CSC2=CC=CC=C1C2
multiplicity: 1
Kohn-Sham gap: 0.3140 Ha

4.
This record from OMol25 describes C10H11AsCl4MnN5O2S4 as an isolated structure. The level of theory is ωB97M-V/def2-TZVPD.

Structure (XYZ):
```
38
Properties=species:S:1:pos:R:3:nbo_charge:R:1
As 4.35590 1.09870 0.09702 0.61
Mn 1.76032 -1.48788 -0.33994 1.25
Cl -2.06658 1.96983 3.98974 -0.02
Cl 0.60836 -2.75561 4.28727 -0.03
Cl -0.86932 2.39979 1.10134 -0.02
Cl -1.33700 -0.62964 5.58785 -0.02
S 2.91450 -3.25561 -1.26633 -0.35
S 3.34767 -1.45588 -2.12587 -0.34
S 3.88368 2.57981 -1.32815 -0.81
S 6.37987 1.20406 0.65019 -0.78
O 1.00207 0.27028 0.28918 -0.81
O 1.63510 -1.92291 1.64941 -0.82
N -1.59852 -0.44623 -0.84582 -0.68
N -0.48201 -2.35092 0.00798 -0.76
N -0.76199 1.17034 -2.27396 -0.46
N 0.16709 -1.01775 -2.27058 -0.76
N -2.43068 -1.47878 1.01812 -0.84
C -2.04062 1.76155 -2.59022 -0.40
C -0.66835 -0.14593 -1.86879 0.64
C 0.86236 -1.05531 2.23001 0.34
C -1.44504 -1.52221 0.05016 0.63
C 0.38121 1.74571 -2.95534 -0.42
C -0.37432 1.03929 2.06116 -0.15
C -0.62682 -0.32611 4.03024 -0.11
C 0.52064 0.14275 1.49324 0.25
C 0.26490 -1.25717 3.47039 -0.18
C -0.94695 0.81727 3.32883 -0.11
H -2.39017 -2.17068 1.74630 0.40
H 0.29656 2.83108 -2.90185 0.20
H 0.43734 1.44988 -4.01341 0.16
H -2.03702 2.81637 -2.30540 0.20
H -3.34207 -1.15072 0.75129 0.38
H -1.84007 0.39452 -0.33431 0.41
H 0.76330 -0.66394 -3.01539 0.37
H 1.30300 1.48397 -2.43677 0.27
H -2.84552 1.26182 -2.05396 0.21
H -0.52169 -3.03942 0.75335 0.36
H -2.25912 1.69569 -3.66699 0.17
```

Output
<S²>: 6.413
total charge: -2
multiplicity: 5
Kohn-Sham gap (spin up / spin down): 0.2006 / 0.2010 Ha

5.
This record from OMol25 describes a 3-piece molecular cluster, C10H11BF2N2O9S overall at a distorted geometry. The level of theory is ωB97M-V/def2-TZVPD.

Structure (XYZ):
```
36
Properties=species:S:1:pos:R:3:nbo_charge:R:1
S 0.49264 2.57214 -3.41409 0.00
F -1.49998 -3.98706 3.55607 -0.33
F 3.83840 -0.33763 -0.36908 -0.33
O 0.27306 2.32579 1.49793 -0.91
O -5.26485 -1.62928 3.68065 -0.55
O -3.20859 -1.05380 2.96189 -0.49
O 2.69416 -0.28599 -2.32167 -0.51
O 2.67738 -2.46423 -2.81890 -0.48
O 1.04415 4.41984 0.62583 -0.89
O 1.92513 -0.97073 -4.32857 -0.56
O -3.60226 -3.15799 3.60543 -0.49
O 0.89116 2.46890 -0.80558 -0.71
N -1.62097 4.67871 -1.32439 -0.25
N -0.16565 -0.63567 -0.06036 -0.37
C -4.14160 -1.91360 3.44334 0.97
C -0.52593 0.17440 -0.79081 0.34
C -1.13280 1.26042 -1.56240 -0.55
C -1.94799 -1.73253 2.94477 -0.14
C -1.02857 3.72447 -1.56528 0.21
C 2.88585 -0.97704 -1.09306 0.43
C 3.34948 -2.33598 -1.56089 -0.13
C -0.18914 2.50872 -1.69479 0.10
C 2.38786 -1.22126 -3.26764 0.97
C -2.37279 -3.17978 2.90338 0.45
B 0.73266 3.10024 0.43817 1.29
H -2.53835 -3.57444 1.89938 0.15
H -2.07422 1.56731 -1.10321 0.27
H 0.43076 4.78017 1.27718 0.50
H -1.35623 -1.43654 2.08279 0.23
H 3.06579 -3.13992 -0.88716 0.21
H -1.38233 0.91480 -2.56235 0.28
H -1.39736 -1.50074 3.85776 0.20
H 4.42855 -2.35989 -1.72046 0.20
H 1.59117 1.80385 -3.26555 0.17
H 0.78832 2.57781 2.27379 0.50
H 1.95308 -0.98348 -0.53212 0.19
```

Output
SMILES string: N#CC[C@@](S)(C#N)OB(O)O.O=C1OC[C@@H](F)O1.O=C1OC[C@@H](F)O1
multiplicity: 1
Kohn-Sham gap: 0.3691 Ha

6.
This record from OMol25 describes C10H11Br12NO4P as an isolated structure at a distorted geometry. The level of theory is ωB97M-V/def2-TZVPD.

Structure (XYZ):
```
39
Properties=species:S:1:pos:R:3:nbo_charge:R:1
Br -2.52510 0.80112 0.22844 0.05
Br 3.40964 -2.48654 -2.52337 0.12
Br -1.60861 8.84728 -3.13429 0.09
Br -0.46658 -0.49651 -1.84099 0.10
Br 1.69089 -3.06051 0.10489 0.04
Br -3.56408 4.20708 -3.50248 0.11
Br 2.27960 -5.42065 -1.96770 0.14
Br -2.51204 5.32844 -0.70466 0.10
Br -2.66140 7.72504 -5.93152 0.10
Br -3.56950 -0.29777 -2.57545 0.16
Br 0.43733 7.51596 -5.19278 0.09
Br -0.46472 3.99765 -2.76419 0.09
P -1.54144 -3.08407 2.89558 1.37
O -1.29975 -4.62604 2.42468 -0.94
O -2.76389 -2.40559 2.04886 -0.94
O 4.43444 -3.16740 1.97475 -0.63
O 4.29122 -2.38003 4.06484 -0.50
N -0.01655 -0.76731 2.42365 -0.46
C -1.36852 7.52438 -4.51627 -0.50
C 1.09230 -0.02311 2.31453 0.09
C 0.01090 -2.08659 2.69607 -0.07
C 3.81212 -2.52780 2.97090 0.75
C -2.27202 4.00693 -2.08715 -0.50
C -2.27689 -0.51783 -1.17398 -0.51
C 2.32995 -0.55732 2.49413 -0.22
C 1.98662 -3.53208 -1.75735 -0.50
C 1.24308 -2.70231 2.85027 -0.25
C 2.40694 -1.93901 2.75840 0.00
H -2.44433 -1.49087 -0.72921 0.23
H 1.31335 -3.76928 3.05060 0.27
H 3.83930 -3.17754 1.20372 0.49
H 0.98674 1.03478 2.07678 0.25
H 3.19780 0.09179 2.42323 0.27
H -0.92095 -0.32176 2.29565 0.43
H 1.07887 -3.28400 -2.29340 0.23
H -1.54188 6.55671 -4.06305 0.21
H -2.59962 -1.46750 1.87895 0.49
H -0.97978 -5.08964 3.21292 0.52
H -2.44345 3.04193 -1.63405 0.21
```

Output
total charge: +1
multiplicity: 1
Kohn-Sham gap: 0.2462 Ha

7.
This record from OMol25 describes C10H11Cl2EuNO2 as an isolated structure at a distorted geometry. The level of theory is ωB97M-V/def2-TZVPD.

Structure (XYZ):
```
27
Properties=species:S:1:pos:R:3:lowdin_spin:R:1
Eu 0.31163 0.21253 0.33855 6.22
Cl -3.52683 1.05624 2.77681 0.00
Cl -2.02294 -0.11965 5.04857 0.00
O -1.50861 -1.09708 1.39645 0.00
O -0.26892 0.31649 2.64109 0.00
N 2.26792 0.83791 0.41752 -0.27
C -1.31631 -0.37653 2.42947 0.00
C 1.10706 2.52127 -2.00035 0.02
C -2.53651 -0.29012 3.37214 0.00
C -0.02587 2.20639 -1.39044 0.04
C 0.72115 -2.47191 -0.30935 -0.01
C 1.98392 -1.86322 -0.60302 -0.01
C -0.23693 -1.96511 -1.24955 -0.01
C 1.81023 -1.00276 -1.73182 -0.02
C 0.43058 -1.02561 -2.10187 0.00
C -1.30135 2.04641 -1.01733 0.03
H -0.03088 -0.44238 -2.89749 0.00
H 0.51463 -3.20844 0.47187 0.00
H -3.08971 -1.22381 3.25606 0.00
H 3.03156 1.28081 0.96941 -0.01
H -1.29791 -2.21645 -1.27178 0.00
H -1.73974 2.51977 -0.12012 0.00
H 2.08083 2.22464 -1.58893 0.00
H 2.91480 -2.05062 -0.06807 0.00
H -2.00658 1.44292 -1.61023 0.01
H 2.58530 -0.41875 -2.22953 0.00
H 1.14947 3.10707 -2.92805 0.01
```

Output
<S²>: 12.139
total charge: -1
multiplicity: 7
Kohn-Sham gap (spin up / spin down): 0.1842 / 0.2027 Ha

8.
This record from OMol25 describes an isolated ion of composition C10H11ClN and charge +1 at a distorted geometry. The level of theory is ωB97M-V/def2-TZVPD.

Structure (XYZ):
```
23
Properties=species:S:1:pos:R:3:nbo_charge:R:1
Cl -3.11537 0.61960 -0.47493 0.03
N -0.55382 -1.89639 0.08974 -0.27
C 0.22849 1.81797 0.13834 0.00
C 1.76702 -0.80032 -0.30770 -0.21
C 0.47830 -1.00940 -0.10071 0.16
C -1.81192 0.12827 0.62608 -0.33
C 1.67895 1.65968 -0.31111 -0.13
C -0.17562 -3.28755 -0.24644 -0.39
C 2.34194 0.53461 -0.45924 -0.20
C -0.53673 0.74823 0.33068 0.05
C -0.26381 3.23063 0.12481 -0.64
C -1.72699 -1.39697 0.36901 0.29
H -0.97922 3.24029 0.87567 0.22
H 0.56646 -3.71609 0.43486 0.26
H 0.01772 -3.20691 -1.22966 0.23
H -0.84766 3.51074 -0.70525 0.25
H 2.33298 2.47289 -0.53445 0.23
H 2.58892 -1.69075 -0.42403 0.25
H 3.34145 0.69192 -0.60373 0.23
H -2.09356 0.22551 1.63108 0.28
H -1.09740 -3.86986 -0.00075 0.23
H -2.61192 -1.88672 0.39710 0.23
H 0.47181 3.88063 0.38063 0.23
```

Output
total charge: +1
multiplicity: 1
Kohn-Sham gap (spin up / spin down): 0.2865 / 0.2865 Ha

9.
This record from OMol25 describes one molecule with the formula C10H11ClO4 at a distorted geometry. The level of theory is ωB97M-V/def2-TZVPD.

Structure (XYZ):
```
26
Properties=species:S:1:pos:R:3:nbo_charge:R:1
Cl -2.98577 -1.70594 -0.49307 0.01
O -3.69941 0.65184 1.03603 -0.49
O -0.81000 1.84058 1.03033 -0.49
O -0.78580 -0.91558 1.25274 -0.53
O 0.13332 -1.18100 -0.81493 -0.54
C -2.12633 -0.22604 -0.60061 -0.41
C -0.22498 1.82043 -1.17418 -0.18
C -0.34952 -2.25430 1.20196 -0.11
C 0.18049 -2.49181 -0.26945 -0.09
C 0.03686 1.20045 0.17211 0.23
C -2.77482 0.86998 0.31067 0.56
C -1.41883 2.41514 -1.13301 -0.22
C -1.99839 2.15385 0.27991 -0.05
C -0.64553 -0.37254 -0.00144 0.56
C 1.48009 1.06383 0.66180 -0.64
H 0.25716 -2.58930 2.03590 0.19
H -2.53793 2.94878 0.88722 0.23
H 1.28989 0.36194 1.44411 0.23
H -0.36921 -3.14355 -0.93767 0.20
H 0.52209 1.76648 -2.04805 0.24
H 2.15330 0.62810 -0.04832 0.23
H -2.13139 0.19676 -1.66575 0.26
H 1.81877 1.95450 1.16151 0.23
H 1.27715 -2.80937 -0.15894 0.18
H -1.20281 -2.93206 1.37997 0.19
H -2.05741 2.80346 -1.77476 0.21
```

Output
SMILES string: C[C@]12C=C[C@H](O1)C(=O)[C@H](Cl)C21OCCO1
multiplicity: 1
Kohn-Sham gap: 0.3551 Ha